{"formula": "C14H33F6NNiO17S6", "method": "ωB97M-V/def2-TZVPD", "symbols": ["Ni", "C", "F", "F", "F", "S", "O", "O", "N", "S", "O", "O", "C", "F", "F", "F", "O", "H", "O", "S", "O", "O", "C", "C", "C", "H", "H", "H", "H", "H", "H", "H", "H", "O", "S", "O", "O", "C", "C", "C", "H", "H", "H", "H", "H", "H", "H", "H", "O", "S", "O", "O", "C", "C", "C", "H", "H", "H", "H", "H", "H", "H", "H", "O", "S", "O", "O", "C", "C", "C", "H", "H", "H", "H", "H", "H", "H", "H"], "coordinates": [[15.1792, -4.5898, -6.9361], [12.2720, -6.4745, -8.7792], [11.6844, -5.9623, -7.7081], [12.8920, -7.5755, -8.4615], [11.2738, -6.8080, -9.6631], [13.6012, -5.1866, -9.6367], [14.7530, -5.9308, -10.0874], [12.8743, -4.5593, -10.7565], [14.0076, -4.0676, -8.3699], [12.9333, -2.9502, -8.3659], [11.5895, -3.3198, -8.8292], [12.8366, -2.4704, -6.9866], [13.7411, -1.5602, -9.4721], [13.6241, -1.7460, -10.7627], [13.1071, -0.4886, -9.1626], [14.9748, -1.4983, -9.1010], [15.5147, -6.5079, -7.0546], [14.8004, -7.1170, -6.7839], [17.3369, -4.9580, -2.7906], [17.6177, -5.1945, -4.1970], [16.7200, -4.6978, -5.2141], [19.0233, -4.4276, -4.5977], [20.2030, -4.8451, -4.0032], [21.1532, -4.0801, -4.9683], [18.0245, -7.0343, -4.6805], [20.4198, -5.9132, -4.0194], [20.1741, -4.4332, -2.9944], [20.9230, -4.0961, -6.0336], [22.1961, -4.3780, -4.8596], [21.0807, -3.0040, -4.8106], [17.7720, -7.7045, -3.8588], [19.0022, -7.1435, -5.1498], [17.3275, -7.2632, -5.4867], [16.3992, -1.1358, -3.8412], [15.2055, -1.6575, -4.5960], [15.2815, -2.4865, -5.8227], [14.1275, -2.3333, -3.5481], [13.9037, -1.5954, -2.3568], [12.6210, -2.0836, -1.8074], [13.9727, -0.2653, -4.9931], [14.1008, -0.5262, -2.2788], [14.6712, -1.9240, -1.6559], [11.7892, -2.0109, -2.5081], [12.2198, -1.4397, -1.0248], [12.7655, -3.1015, -1.4452], [13.0118, -0.7729, -4.9083], [14.0279, 0.0958, -6.0200], [13.9262, 0.6020, -4.3345], [13.9349, -4.8262, -2.8057], [13.6238, -5.4176, -4.0643], [13.9077, -4.7918, -5.3595], [14.3296, -6.9612, -3.9878], [14.3311, -7.5966, -2.6906], [13.8708, -9.0654, -2.7855], [11.9115, -6.0432, -4.1047], [13.6219, -7.0724, -2.0500], [15.2945, -7.3988, -2.2206], [12.9713, -9.3214, -3.3453], [13.7736, -9.5286, -1.8036], [14.6181, -9.6406, -3.3322], [11.2858, -5.1665, -3.9368], [11.9173, -6.5521, -3.1408], [11.8376, -6.6609, -4.9996], [17.4600, -6.1259, -9.2852], [17.5291, -4.6432, -9.1856], [16.7836, -3.9776, -8.0952], [19.1169, -4.2819, -9.0177], [20.0258, -4.8390, -9.9152], [21.0353, -3.6151, -10.2314], [17.1554, -3.7274, -10.6830], [19.7774, -5.2689, -10.8856], [20.7302, -5.5030, -9.4142], [21.8797, -4.0587, -10.7590], [21.4488, -3.2813, -9.2798], [20.6261, -2.9091, -10.9540], [17.5165, -2.7024, -10.5996], [16.0827, -3.8045, -10.8599], [17.7258, -4.2073, -11.4783]], "e_tot_ev": -173702.6145, "mol_weight_g_mol": 852.5, "multiplicity": 3, "gap_ev": [8.7519, 8.5651]}